1.
The following is a DFT calculation (ωB97M-V/def2-TZVPD) of C37H43AsF5O5PV as an isolated structure at a distorted geometry.

Results
* HOMO energy (spin up / spin down): -14.27 / -14.28 eV
* expectation value of S²: 0.766

Geometry as ORCA input:
```
! RIJCOSX wB97M-V def2-TZVPD def2/J DEFGRID3
* xyz 2 2
V -0.03 0.07 -0.03
C -1.77 -3.77 0.57
C -1.89 -2.41 1.23
C -3.04 -2.33 2.22
O -2.01 -1.37 0.23
C -0.58 -2.09 1.94
O -0.08 -2.64 2.86
O 0.05 -0.97 1.38
H -2.70 -4.02 0.07
H -1.58 -4.54 1.33
H -0.96 -3.79 -0.15
H -3.96 -2.66 1.74
H -3.18 -1.32 2.59
H -2.84 -2.99 3.07
H -2.84 -1.50 -0.25
F -1.90 -1.93 -6.49
C -1.57 -1.40 -5.33
C -1.16 -2.21 -4.29
F -1.09 -3.52 -4.44
C -0.83 -1.64 -3.07
F -0.41 -2.41 -2.07
C -0.88 -0.26 -2.89
O -0.52 0.28 -1.70
C -1.29 0.55 -3.94
F -1.35 1.86 -3.79
C -1.64 -0.02 -5.16
F -2.03 0.76 -6.16
O 1.69 0.76 -0.04
As 3.18 -0.06 -0.47
C 4.50 0.85 0.52
C 4.28 1.18 1.85
C 5.28 1.82 2.57
C 6.48 2.13 1.95
C 6.70 1.80 0.62
C 5.71 1.16 -0.11
C 3.37 0.16 -2.33
C 3.89 -0.84 -3.14
C 4.02 -0.61 -4.50
C 3.64 0.62 -5.04
C 3.14 1.62 -4.22
C 3.00 1.40 -2.86
C 3.01 -1.87 0.03
C 2.46 -2.79 -0.87
C 2.27 -4.10 -0.47
C 2.63 -4.49 0.81
C 3.19 -3.58 1.70
C 3.39 -2.27 1.31
H 3.34 0.93 2.34
H 5.12 2.07 3.61
H 7.26 2.63 2.51
H 7.64 2.04 0.14
H 5.88 0.91 -1.15
H 4.20 -1.80 -2.73
H 4.43 -1.38 -5.14
H 3.75 0.79 -6.10
H 2.86 2.57 -4.64
H 2.61 2.18 -2.23
H 2.19 -2.49 -1.87
H 1.86 -4.82 -1.17
H 2.49 -5.52 1.12
H 3.47 -3.90 2.70
H 3.83 -1.56 2.01
C -1.59 4.72 0.71
C -0.63 3.62 0.24
C -0.78 3.40 -1.26
P -0.72 2.08 1.24
C 0.49 2.30 2.61
C 0.41 3.67 3.29
C 0.44 1.19 3.66
C -2.40 1.70 1.86
C -2.97 2.59 2.96
C -3.38 1.58 0.68
H -1.32 5.64 0.20
H -1.55 4.91 1.78
H -2.62 4.49 0.44
H 0.40 3.94 0.43
H -1.74 2.95 -1.51
H 0.00 2.77 -1.67
H -0.73 4.37 -1.76
H 1.44 2.24 2.08
H -0.53 3.83 3.80
H 0.58 4.50 2.60
H 1.20 3.72 4.04
H -0.50 1.20 4.22
H 1.23 1.36 4.39
H 0.57 0.19 3.25
H -2.26 0.70 2.28
H -3.13 3.61 2.62
H -2.34 2.62 3.85
H -3.94 2.19 3.26
H -3.68 2.57 0.32
H -4.28 1.07 1.02
H -2.98 1.03 -0.17
*
```

2.
The following is a DFT calculation (ωB97M-V/def2-TZVPD) of C37H43AsF5O5PV as an isolated structure at a distorted geometry.

Results
* HOMO energy (spin up / spin down): -14.32 / -14.36 eV
* expectation value of S²: 0.770

Geometry as ORCA input:
```
! RIJCOSX wB97M-V def2-TZVPD def2/J DEFGRID3
* xyz 2 2
V 0.69 -0.16 -0.01
C -3.49 1.49 -0.42
C -2.25 1.52 -1.30
C -2.59 1.48 -2.79
O -1.43 2.65 -0.98
C -1.32 0.38 -0.96
O -1.45 -0.37 0.01
O -0.19 0.29 -1.60
H -4.10 2.36 -0.64
H -3.20 1.52 0.63
H -4.08 0.60 -0.60
H -3.16 2.37 -3.05
H -3.21 0.62 -3.03
H -1.68 1.45 -3.39
H -1.68 3.38 -1.56
F 7.73 0.24 0.54
C 6.44 0.09 0.37
C 5.58 0.18 1.47
F 6.07 0.45 2.67
C 4.22 0.03 1.30
F 3.38 0.15 2.34
C 3.69 -0.22 0.03
O 2.38 -0.32 -0.14
C 4.55 -0.32 -1.06
F 4.04 -0.54 -2.27
C 5.92 -0.16 -0.90
F 6.72 -0.25 -1.94
O 0.41 0.99 1.32
As 0.97 2.30 2.30
C -0.44 3.56 2.34
C -1.57 3.29 3.11
C -2.60 4.21 3.15
C -2.49 5.40 2.44
C -1.36 5.68 1.69
C -0.32 4.76 1.63
C 2.47 2.98 1.33
C 3.64 3.41 1.93
C 4.67 3.90 1.13
C 4.52 3.96 -0.24
C 3.35 3.53 -0.84
C 2.31 3.04 -0.06
C 1.25 1.50 4.01
C 2.08 2.08 4.96
C 2.20 1.48 6.21
C 1.48 0.33 6.50
C 0.63 -0.22 5.56
C 0.51 0.36 4.31
H -1.64 2.36 3.67
H -3.48 4.01 3.74
H -3.29 6.12 2.49
H -1.28 6.61 1.15
H 0.56 4.98 1.05
H 3.78 3.36 3.00
H 5.59 4.24 1.60
H 5.33 4.34 -0.86
H 3.23 3.59 -1.92
H 1.38 2.74 -0.53
H 2.63 2.99 4.76
H 2.85 1.92 6.95
H 1.58 -0.13 7.48
H 0.06 -1.11 5.79
H -0.15 -0.07 3.57
C 1.56 -2.57 -2.67
C 0.42 -3.17 -1.85
C -0.94 -2.91 -2.50
P 0.51 -2.64 -0.09
C 2.07 -3.35 0.57
C 2.32 -4.84 0.29
C 2.24 -3.05 2.07
C -1.00 -3.28 0.74
C -1.14 -4.80 0.67
C -1.15 -2.77 2.17
H 1.51 -2.95 -3.69
H 2.54 -2.83 -2.27
H 1.49 -1.48 -2.72
H 0.57 -4.25 -1.80
H -1.19 -1.85 -2.51
H -1.74 -3.46 -2.01
H -0.90 -3.25 -3.54
H 2.84 -2.79 0.02
H 1.63 -5.48 0.84
H 3.33 -5.08 0.60
H 2.24 -5.08 -0.77
H 1.74 -3.81 2.67
H 1.84 -2.07 2.36
H 3.29 -3.07 2.33
H -1.80 -2.82 0.14
H -0.47 -5.29 1.38
H -0.95 -5.21 -0.32
H -2.16 -5.07 0.94
H -0.42 -3.23 2.84
H -2.14 -3.02 2.53
H -1.03 -1.69 2.22
*
```

3.
The following is a DFT calculation (ωB97M-V/def2-TZVPD) of C37H43BCl2F4N5O3PTc as an isolated structure at a distorted geometry.

Results
* HOMO energy (spin up / spin down): -7.95 / -8.16 eV
* expectation value of S²: 3.775

Geometry as ORCA input:
```
! RIJCOSX wB97M-V def2-TZVPD def2/J DEFGRID3
* xyz 0 4
Tc 0.25 0.83 1.76
Cl -5.83 1.85 4.68
C -4.40 1.07 4.12
C -3.67 1.66 3.10
C -2.50 1.06 2.65
N -1.59 1.60 1.72
C -1.81 2.79 1.08
O -2.86 3.37 0.94
C -0.53 3.39 0.59
C -0.52 4.64 0.00
C 0.70 5.21 -0.35
C 1.86 4.50 -0.10
C 1.77 3.24 0.48
N 0.60 2.70 0.81
C -2.08 -0.17 3.19
C -2.82 -0.74 4.22
C -3.96 -0.12 4.69
Cl -4.83 -0.85 5.98
N -0.89 -0.70 2.66
C -0.73 -2.06 2.65
O -1.57 -2.89 2.94
C 0.65 -2.49 2.28
C 0.94 -3.84 2.15
C 2.25 -4.21 1.88
C 3.21 -3.21 1.79
C 2.82 -1.88 1.92
N 1.56 -1.53 2.12
H -4.00 2.59 2.68
H -1.47 5.15 -0.14
H 0.73 6.19 -0.80
H 2.83 4.90 -0.34
H 2.66 2.66 0.69
H -2.51 -1.67 4.66
H 0.15 -4.57 2.29
H 2.51 -5.25 1.74
H 4.25 -3.45 1.62
H 3.55 -1.08 1.87
O 0.95 2.10 5.79
C 0.70 1.85 4.67
N 0.42 1.60 3.53
C -0.77 2.20 -4.40
C -1.87 2.33 -3.35
C -1.76 1.22 -2.28
C -0.31 0.76 -2.12
C 0.60 1.98 -2.28
C 0.61 2.41 -3.76
P 0.04 -0.25 -0.59
C 1.55 -1.25 -1.09
C 1.57 -1.88 -2.51
C 2.68 -1.31 -3.39
C 4.06 -1.57 -2.78
C 4.04 -1.33 -1.25
C 2.85 -0.47 -0.84
C -1.30 -1.55 -0.53
C -2.67 -1.01 -0.09
C -3.54 -2.17 0.44
C -3.26 -3.47 -0.32
C -2.84 -3.16 -1.76
C -1.48 -2.42 -1.79
H -0.93 2.92 -5.20
H -0.83 1.21 -4.86
H -2.85 2.28 -3.83
H -1.80 3.32 -2.89
H -2.39 0.38 -2.58
H -2.15 1.60 -1.33
H -0.07 0.08 -2.94
H 1.62 1.80 -1.94
H 0.20 2.80 -1.68
H 1.37 1.84 -4.31
H 0.89 3.46 -3.82
H 1.53 -2.07 -0.36
H 0.62 -1.76 -3.03
H 1.74 -2.96 -2.41
H 2.53 -0.23 -3.51
H 2.62 -1.75 -4.38
H 4.80 -0.92 -3.26
H 4.36 -2.60 -2.98
H 4.97 -0.86 -0.92
H 3.97 -2.29 -0.73
H 2.88 0.45 -1.43
H 2.93 -0.18 0.20
H -0.94 -2.20 0.28
H -3.17 -0.56 -0.95
H -2.58 -0.25 0.67
H -4.59 -1.89 0.34
H -3.35 -2.32 1.50
H -4.15 -4.11 -0.32
H -2.46 -4.03 0.18
H -3.61 -2.54 -2.22
H -2.76 -4.07 -2.35
H -1.44 -1.82 -2.70
H -0.68 -3.16 -1.83
F 4.34 2.04 1.30
B 3.81 1.46 2.46
F 2.50 0.85 2.00
F 4.59 0.41 2.91
F 3.50 2.38 3.42
*
```

4.
The following is a DFT calculation (ωB97M-V/def2-TZVPD) of C37H43BiF3N7O5P as an isolated structure at a distorted geometry.

Results
* HOMO energy: -10.89 eV

Geometry as ORCA input:
```
! RIJCOSX wB97M-V def2-TZVPD def2/J DEFGRID3
* xyz 1 1
Bi -0.64 -1.38 0.17
C -3.61 -3.66 0.95
C -2.45 -3.89 1.85
C -2.63 -4.58 3.06
C -1.54 -4.84 3.86
C -0.27 -4.51 3.41
C -0.15 -3.87 2.19
N -1.23 -3.49 1.47
C 1.17 -3.64 1.55
C 2.36 -4.08 2.12
C 3.52 -3.96 1.38
C 3.47 -3.43 0.10
C 2.26 -2.96 -0.40
N 1.15 -3.06 0.34
C 2.16 -2.46 -1.79
C 3.30 -2.15 -2.52
C 3.18 -1.86 -3.87
C 1.94 -1.92 -4.46
C 0.83 -2.23 -3.67
C -0.52 -2.40 -4.31
N 0.94 -2.45 -2.36
H -3.89 -4.61 0.48
H -3.39 -2.96 0.15
H -4.49 -3.32 1.51
H -3.62 -4.89 3.35
H -1.66 -5.33 4.81
H 0.60 -4.74 4.00
H 2.39 -4.49 3.11
H 4.46 -4.29 1.79
H 4.37 -3.40 -0.50
H 4.27 -2.14 -2.04
H 4.06 -1.61 -4.45
H 1.82 -1.74 -5.52
H -0.85 -1.48 -4.80
H -1.26 -2.70 -3.58
H -0.46 -3.17 -5.08
O 0.55 -1.05 4.27
C -0.04 -0.95 3.21
O 0.50 -1.07 2.04
C -1.53 -0.67 3.21
C -2.16 -0.28 4.38
C -3.52 0.00 4.34
C -4.19 -0.12 3.13
C -3.48 -0.53 2.01
N -2.18 -0.79 2.05
H -1.57 -0.20 5.28
H -4.04 0.33 5.23
H -5.24 0.09 3.05
H -3.97 -0.63 1.05
F -5.28 -0.05 -2.16
C -4.07 0.52 -2.24
F -3.65 0.44 -3.51
F -4.21 1.82 -1.94
C -3.06 -0.18 -1.29
O -3.09 -1.42 -1.27
O -2.30 0.57 -0.64
O 0.88 0.50 -0.12
P 1.04 1.97 -0.41
N 0.01 2.91 0.45
C -0.31 4.29 0.06
C -1.37 4.73 1.07
C -2.09 3.42 1.38
C -0.93 2.44 1.49
N 0.92 2.40 -2.02
C -0.34 2.02 -2.68
C -0.09 2.32 -4.16
C 1.45 2.28 -4.31
C 1.96 1.89 -2.92
N 2.61 2.39 -0.06
C 3.05 2.15 1.33
C 3.91 3.35 1.72
C 3.46 4.46 0.76
C 3.16 3.68 -0.52
H -0.71 4.32 -0.96
H 0.57 4.93 0.09
H -2.02 5.50 0.67
H -0.88 5.10 1.97
H -2.73 3.13 0.55
H -2.68 3.46 2.30
H -1.21 1.42 1.31
H -0.46 2.51 2.48
H -1.18 2.58 -2.25
H -0.54 0.95 -2.54
H -0.48 3.31 -4.42
H -0.59 1.59 -4.80
H 1.83 3.26 -4.57
H 1.78 1.57 -5.06
H 2.93 2.33 -2.69
H 2.05 0.80 -2.82
H 3.61 1.21 1.39
H 2.18 2.05 1.99
H 4.97 3.13 1.55
H 3.79 3.63 2.76
H 4.23 5.22 0.61
H 2.56 4.95 1.14
H 4.10 3.50 -1.06
H 2.46 4.19 -1.19
*
```

5.
The following is a DFT calculation (ωB97M-V/def2-TZVPD) of C37H43Cl5HfNO6PSi as an isolated structure.

Results
* HOMO energy: -13.63 eV

Geometry as ORCA input:
```
! RIJCOSX wB97M-V def2-TZVPD def2/J DEFGRID3
* xyz 2 1
Hf 0.92 0.24 -0.56
Cl -4.62 4.79 0.96
C -3.44 3.56 0.88
C -2.28 3.76 0.14
Cl -2.00 5.23 -0.70
C -1.34 2.75 0.09
Cl 0.14 2.92 -0.85
C -1.50 1.54 0.76
O -0.55 0.61 0.68
C -2.68 1.33 1.48
Cl -2.89 -0.18 2.26
C -3.64 2.34 1.54
Cl -5.07 2.07 2.43
O -0.98 0.34 -2.54
N -0.77 -0.80 -1.76
C -1.74 -1.61 -1.59
C -1.72 -2.73 -0.66
C -2.95 -3.37 -0.49
C -3.09 -4.40 0.43
C -2.00 -4.80 1.17
C -0.76 -4.18 1.00
C -0.60 -3.15 0.09
P 1.07 -2.44 -0.15
C 2.09 -2.99 1.23
C 2.82 -4.18 1.16
C 3.59 -4.57 2.25
C 3.62 -3.80 3.40
C 2.89 -2.62 3.47
C 2.13 -2.21 2.38
C 1.70 -3.21 -1.66
C 3.03 -2.94 -2.00
C 3.57 -3.50 -3.15
C 2.79 -4.31 -3.96
C 1.47 -4.57 -3.62
C 0.92 -4.03 -2.47
H -1.93 0.52 -2.65
H -2.68 -1.43 -2.12
H -3.80 -3.05 -1.07
H -4.05 -4.89 0.56
H -2.09 -5.60 1.90
H 0.09 -4.51 1.59
H 2.80 -4.78 0.26
H 4.15 -5.49 2.19
H 4.22 -4.11 4.24
H 2.92 -2.01 4.36
H 1.57 -1.28 2.44
H 3.64 -2.30 -1.38
H 4.60 -3.31 -3.41
H 3.21 -4.75 -4.86
H 0.87 -5.22 -4.25
H -0.10 -4.27 -2.20
C 7.07 0.11 -0.58
C 5.94 -0.67 0.06
C 6.15 -2.17 -0.07
C 5.71 -0.27 1.51
O 4.71 -0.39 -0.70
Si 3.70 0.85 -0.56
O 2.49 0.58 0.52
O 2.58 0.69 -1.89
C 2.84 0.89 -3.36
C 4.31 0.64 -3.62
C 1.97 -0.11 -4.09
C 2.45 2.33 -3.66
O 4.40 2.27 -0.54
C 4.41 3.56 0.16
C 5.87 3.84 0.48
C 3.57 3.47 1.41
C 3.85 4.59 -0.81
H 8.01 -0.10 -0.07
H 6.88 1.18 -0.53
H 7.18 -0.18 -1.63
H 7.07 -2.46 0.43
H 6.23 -2.46 -1.12
H 5.33 -2.72 0.39
H 6.59 -0.52 2.10
H 4.85 -0.80 1.92
H 5.55 0.80 1.60
H 4.58 -0.39 -3.36
H 4.94 1.32 -3.05
H 4.52 0.80 -4.67
H 2.21 -1.13 -3.79
H 2.15 -0.01 -5.16
H 0.91 0.09 -3.93
H 3.03 3.02 -3.06
H 1.39 2.50 -3.49
H 2.65 2.53 -4.72
H 6.26 3.09 1.17
H 5.96 4.82 0.95
H 6.47 3.84 -0.43
H 3.92 2.67 2.07
H 2.52 3.28 1.18
H 3.62 4.41 1.96
H 4.44 4.62 -1.73
H 3.89 5.58 -0.36
H 2.81 4.37 -1.06
*
```